No. 1
ORCA calculation (ωB97M-V with the def2-TZVPD basis set) on a single C3H7NS molecule at a distorted geometry.

Geometry as XYZ:
```
12
C3H7NS, DFT ωB97M-V with the def2-TZVPD basis set
C -2.08 -0.62 0.03
C -1.28 0.67 0.06
N 0.02 0.73 -0.10
S 0.95 -0.71 -0.01
C 2.63 0.14 0.03
H -1.36 -1.55 0.16
H -2.95 -0.57 0.70
H -2.59 -0.71 -1.00
H -1.87 1.59 0.03
H 2.42 0.95 -0.66
H 2.67 0.58 1.05
H 3.42 -0.51 -0.29
```

The calculation puts the HOMO-LUMO gap at 9.41 eV. As for the structure (SMILES): C/C=N\SC. The value obtained for the LUMO energy is 1.05 eV. The calculation puts the relative energy (zero: lowest compared OMol25 entry of this formula, charge and spin) at 26.5 kcal/mol.



No. 2
ORCA calculation (ωB97M-V with the def2-TZVPD basis set) on a molecular structure, C22H39ClO2ScSe2.

Geometry as XYZ:
```
67
C22H39ClO2ScSe2, DFT ωB97M-V with the def2-TZVPD basis set
Sc -0.10 0.47 -0.51
C -1.55 -0.05 1.47
C -0.41 0.61 2.00
C 0.72 -0.24 1.73
C 0.20 -1.38 1.06
C -1.19 -1.30 0.92
C -2.14 -2.45 0.63
C -3.48 -1.96 0.10
C -2.37 -3.15 1.99
C -1.53 -3.46 -0.34
C 2.21 -0.15 2.12
C 2.93 1.06 1.51
C 2.96 -1.39 1.63
C 2.35 -0.13 3.65
C -0.63 1.82 2.92
C -1.94 2.54 2.56
C -0.80 1.30 4.36
C 0.47 2.89 2.89
H -2.56 0.33 1.50
H 0.80 -2.20 0.68
H -3.96 -1.28 0.79
H -4.15 -2.82 -0.04
H -3.37 -1.46 -0.87
H -2.82 -2.46 2.70
H -1.43 -3.51 2.40
H -3.04 -4.01 1.86
H -1.30 -2.99 -1.29
H -2.23 -4.28 -0.51
H -0.61 -3.89 0.07
H 3.11 0.90 0.45
H 3.90 1.19 2.00
H 2.37 1.99 1.62
H 2.88 -1.50 0.55
H 2.59 -2.30 2.12
H 4.02 -1.28 1.88
H 2.04 0.82 4.09
H 3.40 -0.28 3.92
H 1.77 -0.93 4.11
H -2.81 1.92 2.76
H -1.95 2.84 1.51
H -2.03 3.44 3.18
H -1.63 0.59 4.40
H -1.02 2.13 5.03
H 0.09 0.79 4.72
H 0.63 3.24 1.87
H 1.41 2.52 3.29
H 0.17 3.74 3.50
O 0.92 -0.95 -6.35
C 0.84 0.42 -5.95
C 0.53 0.52 -4.45
C 0.69 2.00 -4.07
O -0.04 2.88 -4.94
C -0.92 0.06 -4.28
Se -1.58 -0.41 -2.48
C 1.54 -0.36 -3.71
Se 2.11 0.18 -1.90
H 0.95 -0.98 -7.31
H 0.06 0.93 -6.52
H 1.80 0.92 -6.15
H 1.75 2.26 -4.05
H 0.29 2.16 -3.07
H 0.49 3.04 -5.72
H -1.07 -0.85 -4.85
H -1.58 0.83 -4.66
H 2.48 -0.39 -4.27
H 1.17 -1.38 -3.65
Cl -0.40 2.86 -0.58
```

The total charge is -1. The calculation puts the HOMO-LUMO gap at 7.11 eV. The value obtained for the LUMO energy is 2.64 eV.



No. 3
ORCA calculation (ωB97M-V with the def2-TZVPD basis set) on a molecular structure, C5H14KN4O6 at a distorted geometry.

Geometry as XYZ:
```
30
C5H14KN4O6, DFT ωB97M-V with the def2-TZVPD basis set
K 0.81 1.70 0.89
C 1.58 2.74 -2.12
O 0.91 1.59 -2.06
O 1.12 3.64 -2.91
O 2.53 2.97 -1.26
C -3.47 0.63 1.82
C -3.29 1.53 0.62
O -2.02 2.22 0.67
H -2.57 0.07 2.11
H -4.27 -0.09 1.64
H -3.68 1.24 2.70
H -4.06 2.30 0.58
H -3.23 0.99 -0.32
H -2.10 3.00 1.23
C 2.10 -1.72 1.90
O 1.30 -0.82 2.22
N 1.96 -2.40 0.73
N 3.17 -2.05 2.67
H 1.27 -2.05 0.08
H 2.61 -3.14 0.58
H 3.94 -2.56 2.28
H 3.33 -1.58 3.54
C 0.14 -1.57 -2.15
O -0.09 -2.79 -2.02
N -0.16 -0.66 -1.18
N 0.76 -1.03 -3.23
H -0.78 -0.93 -0.44
H 0.13 0.31 -1.38
H 1.19 -1.54 -3.97
H 0.87 0.00 -3.21
```

The total charge is -1. The calculation puts the HOMO-LUMO gap at 3.99 eV. The value obtained for the LUMO energy is 1.82 eV. The calculation puts the relative energy (zero: lowest compared OMol25 entry of this formula, charge and spin) at 0.0 kcal/mol.



No. 4
ORCA calculation (ωB97M-V with the def2-TZVPD basis set) on 2 unconnected molecules or ions with the total composition C4H12 at a distorted geometry.

Geometry as XYZ:
```
16
C4H12, DFT ωB97M-V with the def2-TZVPD basis set
C -0.63 2.38 -0.11
C -1.07 1.97 1.36
H -0.99 3.48 -0.23
H 0.47 2.51 -0.26
H -0.78 1.72 -0.96
H -0.74 0.92 1.71
H -2.20 1.92 1.44
H -0.62 2.54 2.15
C 1.07 -2.62 -0.12
C 0.56 -1.71 -1.16
H 0.35 -3.06 0.58
H 1.66 -3.57 -0.52
H 1.89 -2.25 0.54
H 1.44 -1.14 -1.62
H -0.13 -0.98 -0.82
H 0.02 -2.22 -1.83
```

The multiplicity is 2. The total charge is +1. The calculation puts the HOMO-LUMO gap (spin up / spin down) at 10.64 / 1.97 eV. The expectation value of S² is 0.7534. The value obtained for the LUMO energy (spin up / spin down) is -3.55 / -12.22 eV. The calculation puts the relative energy (zero: lowest compared OMol25 entry of this formula, charge and spin) at 40.1 kcal/mol.



No. 5
ORCA calculation (ωB97M-V with the def2-TZVPD basis set) on a gas-phase ion, C4H10N2OS (charge -2) at a distorted geometry.

Geometry as XYZ:
```
18
C4H10N2OS, DFT ωB97M-V with the def2-TZVPD basis set
N -1.32 1.18 1.62
C -0.49 0.61 0.26
C 0.70 1.47 -0.16
S 0.12 3.21 -0.38
C 0.03 -0.83 0.58
N 0.34 -1.71 -0.64
C 0.66 -3.16 -0.28
O -0.20 -4.03 -0.81
H -1.82 1.87 1.23
H -0.54 1.54 2.14
H -1.31 0.55 -0.48
H 1.11 1.03 -1.06
H 1.51 1.59 0.63
H -0.92 -1.43 1.03
H 0.81 -0.81 1.36
H -0.31 -1.70 -1.38
H 1.62 -3.28 -0.86
H 0.94 -3.28 0.79
```

The total charge is -2. The calculation puts the HOMO-LUMO gap at 5.64 eV. As for the structure (SMILES): N[C@@H](C[S-])CNC[O-]. The value obtained for the LUMO energy is 5.87 eV. The calculation puts the relative energy (zero: lowest compared OMol25 entry of this formula, charge and spin) at 37.2 kcal/mol.



No. 6
ORCA calculation (ωB97M-V with the def2-TZVPD basis set) on 7 unconnected molecules or ions with the total composition C17H50N2O7 at a distorted geometry.

Geometry as XYZ:
```
76
C17H50N2O7, DFT ωB97M-V with the def2-TZVPD basis set
C 0.45 -2.09 1.32
O 1.83 -2.17 1.05
C 2.25 -3.48 0.72
C 3.59 -3.40 0.04
C 4.13 -4.77 -0.42
N 4.65 -2.87 0.91
H 0.18 -2.72 2.17
H -0.20 -2.25 0.45
H 0.21 -1.07 1.61
H 2.19 -4.22 1.52
H 1.53 -3.82 -0.04
H 3.52 -2.75 -0.83
H 3.41 -5.27 -1.07
H 4.30 -5.48 0.39
H 5.07 -4.62 -0.93
H 4.33 -2.03 1.40
H 4.92 -3.50 1.65
C -4.48 -0.76 0.51
O -4.49 0.63 0.41
C -3.60 1.24 1.31
C -3.89 2.72 1.56
C -3.28 3.30 2.83
N -5.35 3.04 1.55
H -4.74 -1.11 1.52
H -3.57 -1.26 0.19
H -5.28 -1.17 -0.12
H -3.68 0.70 2.27
H -2.55 1.20 0.99
H -3.57 3.27 0.67
H -2.21 3.04 2.85
H -3.68 2.86 3.74
H -3.35 4.38 2.74
H -5.69 2.76 2.47
H -5.85 2.46 0.88
C 1.10 -2.32 -5.93
C 0.57 -2.04 -4.52
C 1.57 -1.29 -3.65
O -0.69 -1.39 -4.59
H 1.34 -1.36 -6.40
H 0.30 -2.73 -6.54
H 1.96 -2.98 -5.91
H 0.36 -2.97 -3.99
H 2.56 -1.69 -3.82
H 1.18 -1.26 -2.64
H 1.59 -0.24 -3.98
H -0.55 -0.47 -4.84
C 0.97 1.40 5.13
C 0.88 1.48 3.61
C 2.04 0.78 2.92
O -0.33 0.92 3.17
H 0.58 0.44 5.46
H 0.37 2.17 5.62
H 2.00 1.51 5.47
H 0.92 2.55 3.32
H 2.00 1.02 1.86
H 2.02 -0.31 3.05
H 3.00 1.16 3.28
H -0.37 0.99 2.20
C 3.55 1.02 -0.26
O 2.79 2.19 -0.55
H 4.41 0.92 -0.92
H 3.83 1.04 0.80
H 2.92 0.14 -0.35
H 3.38 2.95 -0.58
C -0.62 1.22 -0.79
O -0.13 1.80 0.41
H -0.61 0.12 -0.85
H -1.61 1.53 -1.08
H 0.10 1.48 -1.58
H 0.82 1.92 0.26
C -3.56 3.07 -2.88
O -3.41 4.22 -3.69
H -2.57 2.63 -2.73
H -3.94 3.31 -1.89
H -4.23 2.31 -3.29
H -3.57 3.98 -4.60
```

The calculation puts the HOMO-LUMO gap at 9.44 eV. As for the structure (SMILES): COC[C@H](C)N.COC[C@H](C)N.CC(C)O.CC(C)O.CO.CO.CO. The value obtained for the LUMO energy is 0.49 eV. The calculation puts the relative energy (zero: lowest compared OMol25 entry of this formula, charge and spin) at 19.6 kcal/mol.



No. 7
ORCA calculation (ωB97M-V with the def2-TZVPD basis set) on a gas-phase ion, C3H8N3 (charge +1) at a distorted geometry.

Geometry as XYZ:
```
14
C3H8N3, DFT ωB97M-V with the def2-TZVPD basis set
C 1.54 0.75 0.23
N 0.26 0.35 -0.50
C -0.47 -0.99 -0.16
N -1.84 -0.55 0.16
C -1.86 0.83 0.05
N -0.74 1.40 -0.21
H 2.26 0.90 -0.50
H 1.29 1.60 0.87
H 1.95 0.03 0.99
H 0.50 0.38 -1.58
H 0.15 -1.21 0.67
H -0.49 -1.64 -1.05
H -2.68 -1.02 0.40
H -2.91 1.19 0.23
```

The total charge is +1. The calculation puts the HOMO-LUMO gap at 10.88 eV. As for the structure (SMILES): C[N@H+]1CNC=N1. The value obtained for the LUMO energy is -3.47 eV. The calculation puts the relative energy (zero: lowest compared OMol25 entry of this formula, charge and spin) at 73.5 kcal/mol.



No. 8
ORCA calculation (ωB97M-V with the def2-TZVPD basis set) on 2 unconnected molecules or ions with the total composition C3H10N3O2 at a distorted geometry.

Geometry as XYZ:
```
18
C3H10N3O2, DFT ωB97M-V with the def2-TZVPD basis set
C -0.02 1.35 0.25
C 1.74 -2.24 -0.80
C -1.76 -0.63 0.05
N 0.97 1.97 -0.40
N -0.50 1.79 1.45
N -0.62 0.28 -0.30
O -1.83 -1.75 -0.25
O -2.56 0.13 0.71
H 1.80 -1.15 -1.11
H 1.61 -2.24 0.31
H 2.59 -2.67 -1.18
H 1.36 2.83 -0.04
H 1.29 1.54 -1.19
H -0.25 2.64 1.73
H -1.32 1.49 1.78
H -0.11 -0.25 -0.93
H 0.95 -2.78 -1.20
H -3.33 -0.30 1.11
```

The total charge is +1. The calculation puts the HOMO-LUMO gap at 12.34 eV. The value obtained for the LUMO energy is -3.37 eV. The calculation puts the relative energy (zero: lowest compared OMol25 entry of this formula, charge and spin) at 43.2 kcal/mol.



No. 9
ORCA calculation (ωB97M-V with the def2-TZVPD basis set) on 9 unconnected molecules or ions with the total composition C72H93N2O5P at a distorted geometry.

Geometry as XYZ:
```
173
C72H93N2O5P, DFT ωB97M-V with the def2-TZVPD basis set
C 10.74 -1.06 2.29
O 10.07 -1.91 1.35
C 8.64 -1.79 1.47
C 8.03 -2.44 0.16
C 6.60 -1.87 -0.19
C 5.85 -2.65 -1.33
C 5.03 -3.92 -0.80
C 3.49 -3.56 -0.91
C 2.55 -4.41 0.06
C 1.47 -3.38 0.65
O 0.26 -4.01 1.07
C -0.89 -3.51 0.40
C -2.10 -4.44 0.75
C -2.15 -4.83 2.28
O -1.80 -6.23 2.40
C -1.15 -1.95 0.62
N -2.54 -1.58 0.90
C -3.29 -1.04 -0.26
C -2.95 -1.71 -1.65
C -2.04 -0.74 -2.50
O -2.42 -0.83 -3.91
C -2.69 -0.67 2.05
C -1.82 0.65 2.04
C -1.17 1.24 0.89
C -0.33 2.43 0.90
C -0.11 3.11 2.17
C -0.78 2.56 3.40
C -0.53 3.35 4.77
C -1.61 1.37 3.36
P 2.24 -2.67 2.26
N 3.97 -2.58 2.11
O 2.02 -3.89 3.43
H 10.04 -0.68 3.08
H 11.20 -0.19 1.76
H 11.56 -1.65 2.79
H 8.36 -0.70 1.58
H 8.35 -2.36 2.39
H 8.73 -2.17 -0.67
H 7.93 -3.54 0.33
H 6.03 -1.76 0.76
H 6.77 -0.82 -0.58
H 6.58 -2.95 -2.13
H 5.16 -1.90 -1.82
H 5.36 -4.25 0.22
H 5.23 -4.72 -1.57
H 3.41 -2.46 -0.71
H 3.13 -3.73 -1.96
H 1.99 -5.15 -0.57
H 3.14 -4.91 0.87
H 1.35 -2.60 -0.14
H -0.69 -3.63 -0.72
H -3.10 -4.03 0.45
H -1.95 -5.39 0.16
H -1.47 -4.19 2.90
H -3.19 -4.69 2.68
H -0.94 -6.23 2.85
H -0.55 -1.69 1.54
H -0.66 -1.36 -0.21
H -3.23 0.08 -0.38
H -4.38 -1.25 -0.06
H -2.57 -2.75 -1.60
H -3.93 -1.76 -2.22
H -2.21 0.35 -2.24
H -0.95 -0.97 -2.37
H -1.57 -0.97 -4.36
H -2.42 -1.25 2.98
H -3.79 -0.44 2.16
H -1.29 0.72 -0.09
H 0.14 2.77 -0.05
H 0.54 4.01 2.22
H 0.01 2.66 5.48
H -1.48 3.69 5.25
H 0.18 4.20 4.56
H -2.08 1.00 4.30
H 4.18 -1.59 1.98
H 4.43 -2.85 2.99
H 1.08 -3.92 3.67
C -4.65 -0.68 6.07
C -4.91 0.69 6.15
C -5.18 1.28 7.38
C -5.20 0.50 8.53
C -4.95 -0.86 8.45
C -4.68 -1.45 7.23
H -4.43 -1.13 5.12
H -4.90 1.29 5.24
H -5.38 2.34 7.43
H -5.41 0.96 9.49
H -4.97 -1.47 9.35
H -4.48 -2.52 7.17
C -1.41 -4.62 -5.92
C -2.18 -3.47 -5.72
C -2.50 -2.66 -6.80
C -2.06 -2.99 -8.08
C -1.29 -4.13 -8.27
C -0.97 -4.94 -7.19
H -1.16 -5.25 -5.08
H -2.52 -3.21 -4.73
H -3.10 -1.77 -6.65
H -2.32 -2.36 -8.92
H -0.94 -4.39 -9.27
H -0.37 -5.84 -7.35
C -10.39 -2.90 9.61
C -10.03 -2.97 10.95
C -8.87 -2.35 11.39
C -8.06 -1.67 10.49
C -8.41 -1.61 9.15
C -9.58 -2.22 8.71
H -11.30 -3.37 9.26
H -10.66 -3.50 11.65
H -8.59 -2.41 12.44
H -7.15 -1.19 10.83
H -7.78 -1.08 8.44
H -9.85 -2.17 7.66
C 4.54 6.10 5.88
C 4.15 7.39 5.57
C 3.23 7.62 4.55
C 2.71 6.54 3.84
C 3.11 5.25 4.14
C 4.02 5.02 5.16
H 5.25 5.93 6.68
H 4.55 8.23 6.12
H 2.92 8.63 4.31
H 1.99 6.72 3.04
H 2.70 4.41 3.59
H 4.34 4.01 5.40
C 3.55 -2.02 -11.26
C 3.96 -3.23 -10.72
C 3.30 -3.77 -9.63
C 2.22 -3.10 -9.06
C 1.81 -1.88 -9.59
C 2.47 -1.34 -10.69
H 4.06 -1.60 -12.11
H 4.80 -3.76 -11.16
H 3.62 -4.72 -9.21
H 1.70 -3.52 -8.21
H 0.98 -1.36 -9.15
H 2.15 -0.39 -11.10
C -6.18 2.34 -7.96
C -6.54 1.37 -7.04
C -5.60 0.86 -6.16
C -4.29 1.31 -6.20
C -3.92 2.28 -7.13
C -4.86 2.79 -8.01
H -6.91 2.75 -8.65
H -7.57 1.02 -7.01
H -5.89 0.10 -5.44
H -3.55 0.91 -5.51
H -2.89 2.63 -7.17
H -4.57 3.55 -8.73
C -3.80 9.03 -8.02
C -3.96 7.89 -7.24
C -4.52 6.74 -7.79
C -4.92 6.73 -9.12
C -4.77 7.87 -9.90
C -4.20 9.02 -9.35
H -3.35 9.92 -7.60
H -3.65 7.90 -6.20
H -4.64 5.85 -7.18
H -5.35 5.84 -9.55
H -5.09 7.87 -10.93
H -4.08 9.91 -9.96
C 8.36 4.12 6.30
C 9.44 3.24 6.29
C 9.80 2.59 5.11
C 9.08 2.81 3.95
C 7.99 3.68 3.96
C 7.64 4.33 5.13
H 8.09 4.63 7.21
H 10.01 3.07 7.20
H 10.64 1.91 5.11
H 9.36 2.30 3.03
H 7.42 3.84 3.05
H 6.79 5.01 5.14
```

The calculation puts the HOMO-LUMO gap at 7.95 eV. As for the structure (SMILES): COCCCCCCC[C@@H](O[C@@H](CCO)CN(CCCO)Cc1cccc(C)c1)P(N)O.c1ccccc1.c1ccccc1.c1ccccc1.c1ccccc1.c1ccccc1.c1ccccc1.c1ccccc1.c1ccccc1. The value obtained for the LUMO energy is 0.22 eV.



No. 10
ORCA calculation (ωB97M-V with the def2-TZVPD basis set) on a molecular structure, C11H12Al2BCl8F11NO15PV at a distorted geometry.

Geometry as XYZ:
```
63
C11H12Al2BCl8F11NO15PV, DFT ωB97M-V with the def2-TZVPD basis set
C 0.00 -0.28 3.02
B -1.16 -0.91 2.21
O -1.57 -2.23 2.56
C -1.95 -0.23 0.97
C -3.29 -0.96 0.84
O -4.08 -0.38 -0.19
O -4.52 -1.45 -1.03
O -1.30 -0.46 -0.32
C -0.18 0.33 -0.57
O -0.29 1.39 -1.08
C 1.21 -0.19 -0.23
C 1.38 -1.70 -0.29
C 1.37 -2.26 -1.68
F 2.11 -1.58 -2.51
F 0.10 -2.48 -2.24
F 1.89 -3.54 -1.64
C -2.29 1.22 1.27
O -2.24 1.60 2.47
O -2.66 2.02 0.40
H -0.02 0.80 3.03
H 0.99 -0.58 2.67
H -0.09 -0.64 4.04
H -1.33 -2.81 1.82
H -3.15 -2.02 0.61
H -3.85 -0.84 1.77
H -3.75 -1.58 -1.61
H 1.84 0.22 -1.02
H 1.54 0.26 0.71
H 2.39 -1.93 0.08
H 0.68 -2.25 0.35
Al -1.41 -4.35 0.63
C 3.97 3.27 2.12
O 4.40 4.31 1.35
O 3.69 3.68 3.38
O 3.83 2.13 1.81
H 3.89 4.63 3.34
C -8.00 0.00 -2.49
Cl -8.04 -1.52 -1.59
Cl -7.41 -0.30 -4.12
Cl -9.63 0.67 -2.57
Cl -6.94 1.15 -1.68
C 0.26 5.33 -0.28
Cl -1.24 4.43 -0.20
Cl 0.00 6.99 0.25
Cl 1.47 4.58 0.79
Cl 0.88 5.32 -1.93
N 1.02 2.58 5.54
O 0.40 2.50 6.71
O 1.70 3.53 5.30
O 0.86 1.64 4.79
F -0.60 4.18 6.49
Al -0.11 -4.68 -3.17
F 3.94 4.56 0.02
F 1.61 -4.13 -5.85
P 2.97 -3.12 -5.74
F 3.11 -3.84 -4.20
F 3.24 -3.90 -7.14
F 1.91 -2.09 -4.93
F 3.17 -1.74 -6.59
F 4.59 -3.11 -5.55
O 4.21 -1.77 0.18
V 5.22 -3.03 0.49
O 5.53 -4.58 0.85
```

The total charge is +1. The calculation puts the HOMO-LUMO gap at 1.61 eV. The value obtained for the LUMO energy is -9.11 eV.



| no. | E (Ha) |
| --- | --- |
| 1 | -571.39666 |
| 2 | -7036.17985 |
| 3 | -1469.47563 |
| 4 | -159.10594 |
| 5 | -741.21860 |
| 6 | -1313.78107 |
| 7 | -283.04661 |
| 8 | -434.83134 |
| 9 | -3626.21408 |
| 10 | -8183.72602 |